ORCA calculation (ωB97M-V with the def2-TZVPD basis set) on 9 unconnected molecules or ions with the total composition C10H40N2O9 in a non-equilibrium geometry.

Computed properties:
Relative energy (zero: lowest compared OMol25 entry of this formula, charge and spin) = 170.0 kJ/mol
Net charge = 0
Highest occupied orbital energy = -10.13 eV
SMILES string = COC[C@H](C)N.COC[C@H](C)N.CCO.O.O.O.O.O.O
Total energy = -1191.5791 hartree
Orbital gap = 10.6 eV

CARTESIAN COORDINATES (ANGSTROEM)
1 C -4.1188 2.7431 4.9841
2 O -2.9361 2.7914 4.2025
3 C -2.3711 1.4270 4.1121
4 C -0.8072 1.6302 4.0656
5 C -0.2095 1.8812 2.6430
6 N -0.2258 0.3660 4.5518
7 H -4.0287 2.1654 5.9040
8 H -4.9680 2.3672 4.4134
9 H -4.4567 3.6846 5.4172
10 H -2.5838 0.8369 5.0036
11 H -2.6083 0.8007 3.2521
12 H -0.5146 2.4835 4.6776
13 H -0.1861 2.9593 2.4845
14 H -0.6518 1.4187 1.7606
15 H 0.8693 1.7413 2.5750
16 H -0.5079 0.4657 5.5165
17 H 0.7255 0.7013 4.6020
18 C 4.3387 -0.2535 -3.9641
19 O 3.0445 0.1263 -3.5497
20 C 1.9949 -0.5565 -4.2846
21 C 1.6440 -2.0689 -3.7980
22 C 0.5325 -2.5978 -4.7256
23 N 1.1388 -2.0687 -2.4573
24 H 4.4936 -1.3148 -3.7700
25 H 5.0609 0.2569 -3.3269
26 H 4.5597 -0.0576 -5.0134
27 H 1.0849 0.0368 -4.3749
28 H 2.3774 -0.6238 -5.3030
29 H 2.4949 -2.7291 -3.9661
30 H 0.3570 -3.6722 -4.6703
31 H 0.9497 -2.5816 -5.7325
32 H -0.3902 -2.0179 -4.7059
33 H 1.6359 -2.7881 -1.9519
34 H 1.5163 -1.2454 -2.0103
35 C -0.7788 -2.8434 0.7388
36 C -0.8385 -2.3462 2.1885
37 O -0.5829 -0.9562 2.2043
38 H -0.8410 -3.9285 0.6569
39 H 0.1116 -2.5750 0.1702
40 H -1.5983 -2.4166 0.1606
41 H -0.1304 -2.9723 2.7315
42 H -1.8246 -2.5301 2.6148
43 H -0.4583 -0.7007 3.1213
44 O 1.4048 3.5111 -2.6253
45 H 1.6809 3.7923 -1.7530
46 H 1.6397 2.5839 -2.6641
47 O 2.1435 -0.8996 1.7412
48 H 1.1994 -0.9218 1.8971
49 H 2.5321 -1.1000 2.5927
50 O -0.0095 1.1009 -0.6207
51 H -0.1736 0.6778 -1.4635
52 H -0.4545 0.5440 0.0181
53 O 1.2396 3.6677 0.2016
54 H 1.0691 2.8375 -0.2433
55 H 1.5100 3.4157 1.0846
56 O -2.9617 0.8127 -2.5096
57 H -3.4232 0.8372 -1.6714
58 H -2.5388 -0.0459 -2.5258
59 O -1.9574 -1.8173 -2.5859
60 H -1.0124 -1.9644 -2.5446
61 H -2.2010 -2.0705 -3.4763

Atomic forces in eV per Å
C -0.8 0.1 0.3
O -0.2 -2.0 0.4
C 2.1 2.1 0.1
C -1.0 -0.5 -2.4
C 0.0 1.6 0.4
N 0.2 1.4 0.9
H 0.4 -0.6 -0.1
H 0.0 -0.2 -0.1
H 0.6 0.7 -0.7
H -0.3 0.2 0.2
H -0.7 0.5 -0.3
H -0.2 0.0 0.2
H -0.8 0.2 -0.2
H -0.3 0.0 0.6
H 0.2 -0.9 0.4
H 0.0 -1.1 0.7
H 0.9 -0.9 0.0
C 0.2 -0.5 0.7
O -1.5 -0.3 -0.2
C 1.2 -1.6 -0.1
C -0.9 1.6 -2.0
C 1.2 -0.1 -1.2
N 0.5 0.2 1.2
H 0.0 -0.3 -0.2
H -0.2 0.3 -0.1
H -0.2 0.2 -0.1
H 0.0 0.2 0.7
H -0.2 -0.3 -0.3
H 0.3 0.2 0.3
H -0.3 0.0 0.9
H -0.2 0.5 -0.4
H 0.1 -0.1 0.1
H -0.3 -0.5 0.3
H -0.1 0.5 0.4
C -0.6 0.2 -0.3
C -0.1 -0.9 -1.3
O 0.2 -0.7 -0.8
H -0.2 0.0 0.3
H 0.3 0.3 0.5
H -0.2 -0.1 0.0
H 0.4 0.5 0.5
H -0.1 -0.2 0.0
H 0.0 0.6 1.0
O -0.1 0.0 -0.5
H 0.1 0.3 0.3
H 0.2 -0.3 -0.1
O 0.9 0.0 -0.2
H -0.8 0.1 0.0
H 0.2 -0.1 0.1
O 0.3 0.1 0.0
H -0.2 0.0 -0.3
H -0.1 -0.3 0.3
O 0.3 0.5 0.1
H -0.5 -0.6 0.0
H 0.1 0.0 0.1
O -0.1 0.6 -0.2
H -0.1 0.1 0.2
H 0.2 -0.7 0.0
O -0.6 0.2 0.1
H 1.0 -0.2 0.2
H -0.2 -0.1 -0.2

Here are the natural (NBO) charges for atoms 1 to 6, given in e: -0.256, -0.533, -0.074, -0.062, -0.649, -0.838